[1]
27
Properties=species:S:1:pos:R:3:mulliken_charge:R:1 method="wB97M-V/def2-TZVPD" total_charge=0 e_homo_ev=-8.779 smiles=Cc1ccc(O)cc1.CCC e_lumo_ev=0.856 molar_mass_g_mol=152.2 total_energy_ha=-465.860981 de_lowest_kcal_mol=23.1
C 0.02481 -1.90724 -1.76439 -1.82
C 0.27600 -1.68395 -0.28472 0.56
C 1.49384 -1.20190 0.17732 -0.34
C -0.66600 -2.15051 0.60867 -0.31
C 1.67288 -1.04043 1.53666 -0.40
C -0.46441 -2.04270 1.98514 -0.46
C 0.68245 -1.43930 2.42661 0.24
O 0.89765 -1.25409 3.78753 -0.58
H -0.98938 -1.61420 -2.02054 0.38
H 0.25424 -2.93207 -2.02148 0.41
H 2.26451 -1.01574 -0.55413 0.42
H -1.59475 -2.49299 0.18071 0.34
H 2.64286 -0.74252 1.91570 0.43
H -1.19929 -2.37300 2.70381 0.39
H 0.99535 -0.30177 3.95445 0.33
H 0.60603 -1.21871 -2.39060 0.37
C -0.22710 1.87153 -1.20033 0.22
C -0.50381 3.29460 -1.74483 -1.19
C -1.03245 1.63278 0.08181 -1.03
H -0.55751 1.14893 -1.94660 0.10
H 0.82873 1.69637 -1.00799 0.19
H 0.43072 3.77905 -1.99282 0.34
H -0.98681 0.60346 0.45352 0.08
H -0.60293 2.28550 0.84447 0.32
H -2.07220 1.94329 -0.04222 0.39
H -1.10882 3.26202 -2.64633 0.30
H -1.06462 3.89359 -1.03946 0.32


[2]
27
Properties=species:S:1:pos:R:3:mulliken_charge:R:1 method="wB97M-V/def2-TZVPD" total_charge=0 e_homo_ev=-7.960 smiles=Cc1ccc(O)cc1.CCC e_lumo_ev=0.744 molar_mass_g_mol=152.2 total_energy_ha=-465.787116 de_lowest_kcal_mol=69.5
C -2.54846 1.17084 -0.62278 -0.06
C -3.25284 0.00128 -1.27341 -1.34
C -2.31682 0.87214 0.87347 -1.27
H -1.64166 1.30959 -1.21842 0.08
H -3.03077 2.01135 -0.68706 0.53
H -4.30490 0.10359 -1.02173 0.37
H -3.27500 0.56552 1.18898 0.53
H -1.67086 -0.01345 0.96638 0.32
H -2.99554 -0.84837 -0.74135 0.38
H -3.20094 -0.08732 -2.38851 0.34
H -1.92936 1.84258 1.38087 0.20
C 1.83822 -1.19011 -2.11437 -1.32
C 0.97106 0.29999 -0.41535 -0.92
C 1.78647 -0.76926 -0.77775 1.00
C 0.94224 0.64592 0.99164 -0.28
C 2.73337 -1.23610 0.22364 -0.58
C 1.90688 0.20625 1.91803 0.44
C 2.77763 -0.88921 1.58559 -0.67
O 1.67014 0.58640 3.16790 -0.55
H 0.27905 0.74354 -1.05505 0.44
H 0.23091 1.37717 1.25590 0.56
H 2.40923 -0.36169 -2.65963 0.28
H 0.82756 -1.30797 -2.60474 0.31
H 3.64470 -1.79814 -0.12867 0.22
H 3.31867 -1.34780 2.40098 0.29
H 2.37900 0.20497 3.86287 0.34
H 2.45205 -2.09171 -2.10745 0.37


[3]
27
Properties=species:S:1:pos:R:3:mulliken_charge:R:1 method="wB97M-V/def2-TZVPD" total_charge=0 e_homo_ev=-8.076 smiles=Cc1ccc(O)cc1.CCC e_lumo_ev=0.881 molar_mass_g_mol=152.2 total_energy_ha=-465.764542 de_lowest_kcal_mol=83.6
C -1.33033 -1.30801 -2.77481 0.02
C -0.72034 -0.41540 -3.81990 -1.23
C -0.23207 -2.14468 -2.11017 -0.59
H -1.62790 -0.47700 -1.96432 -0.03
H -2.30789 -1.97536 -2.85323 0.32
H -0.08905 -0.87994 -4.53022 0.40
H 0.15495 -1.68300 -1.17996 -0.11
H -0.07913 0.24248 -3.17729 0.29
H -1.55157 0.09369 -4.40835 0.26
H -0.79446 -3.03382 -1.71189 0.26
H 0.68595 -2.44380 -2.75559 0.35
C -0.29688 -2.04250 1.49767 -1.39
C 1.50690 1.08954 1.91544 -0.39
C 0.60078 1.81535 1.12215 0.88
C 1.29320 -0.25088 1.94282 -1.23
C 0.01887 -0.67310 1.31311 0.81
C -0.52828 1.45335 0.53815 -0.44
C -0.97745 0.20293 0.83305 -0.53
O 1.00426 3.15527 1.00126 -0.56
H 2.16257 1.50483 2.65562 0.26
H 1.90541 -0.92055 2.42104 0.52
H -1.03718 2.21290 -0.08494 0.38
H 1.64016 3.27426 1.76817 0.29
H 0.18947 -2.49923 0.71792 0.38
H -1.43168 -2.29855 1.59492 0.29
H -1.90659 -0.19882 0.35405 0.38
H 0.04646 -2.51974 2.39889 0.46


[4]
27
Properties=species:S:1:pos:R:3:mulliken_charge:R:1 method="wB97M-V/def2-TZVPD" total_charge=0 e_homo_ev=-8.271 smiles=Cc1ccc(O)cc1.CCC e_lumo_ev=0.773 molar_mass_g_mol=152.2 total_energy_ha=-465.805896 de_lowest_kcal_mol=57.7
C 0.34520 -0.56367 2.99053 -1.20
C 1.28280 0.41508 0.85146 -0.13
C 0.28600 0.39139 1.85135 0.29
C 1.29015 1.24090 -0.19693 -0.56
C -0.80367 1.20941 1.58051 -0.45
C 0.16119 2.04681 -0.43112 0.92
C -0.82201 2.15640 0.58838 -0.67
O 0.04892 2.87506 -1.52289 -0.57
H 2.14717 -0.35607 1.02635 0.21
H 1.99375 1.35377 -1.08628 0.27
H -0.33096 -0.34743 3.86479 0.34
H 1.31382 -0.72277 3.57769 0.32
H -1.65320 1.04898 2.21667 0.35
H -1.67543 2.79287 0.45267 0.31
H -0.38213 3.77917 -1.36999 0.33
H -0.18722 -1.44148 2.49036 0.21
C -0.61068 -2.91931 -2.07179 -0.55
C -1.61456 -2.63851 -0.88846 -0.79
C 0.84188 -2.59366 -1.94107 -0.66
H -0.73044 -3.91919 -2.36811 0.39
H -1.12048 -2.42378 -2.91397 0.33
H -2.60096 -2.78601 -1.39304 0.31
H 1.35413 -3.44405 -1.51968 0.33
H 1.16749 -2.21768 -2.89697 0.28
H 1.02558 -1.77507 -1.22527 -0.03
H -1.32220 -3.41177 -0.06624 0.24
H -1.52808 -1.59890 -0.60306 0.16


[5]
27
Properties=species:S:1:pos:R:3:mulliken_charge:R:1 method="wB97M-V/def2-TZVPD" total_charge=+1 e_homo_ev="-13.974 / -13.975" s_squared=0.767 e_lumo_ev="-3.849 / -7.557" molar_mass_g_mol=152.2 total_energy_ha=-465.562715 de_lowest_kcal_mol=13.2 multiplicity=2
C 0.49172 -2.94011 2.84242 -0.22
C 1.20883 -1.60098 2.57848 -1.08
C -0.68724 -3.18011 1.90377 -0.83
H 1.22121 -3.75103 2.81690 0.34
H 0.13080 -2.79646 3.86026 0.22
H 1.43694 -1.43762 1.51902 0.30
H -0.61115 -4.16054 1.44219 0.32
H -1.68416 -3.08602 2.31303 0.32
H 2.12576 -1.55807 3.16378 0.37
H 0.54622 -0.75693 2.77223 0.23
H -0.64182 -2.53909 1.00924 0.05
C -0.77872 -0.22258 -3.48725 -1.33
C -1.15437 0.15894 -1.00889 -0.34
C -0.53276 0.50979 -2.21618 0.64
C -0.79278 0.81135 0.13894 -0.38
C 0.49072 1.53093 -2.21320 -0.51
C 0.22451 1.79801 0.12989 0.69
C 0.91040 2.14181 -1.07925 -0.62
O 0.39212 2.48079 1.23806 -0.41
H -1.91055 -0.60696 -0.98445 0.47
H -1.25996 0.53295 1.08071 0.47
H -1.84402 -0.43272 -3.62572 0.39
H -0.11673 -1.09144 -3.51540 0.33
H 0.95016 1.77287 -3.16473 0.37
H 1.57603 2.99608 -1.07548 0.41
H 1.31424 2.75704 1.41520 0.38
H -0.50853 0.37901 -4.36179 0.41


[6]
28
Properties=species:S:1:pos:R:3:mulliken_charge:R:1 method="wB97M-V/def2-TZVPD" total_charge=0 e_homo_ev=-8.651 e_lumo_ev=0.720 molar_mass_g_mol=168.2 total_energy_ha=-540.672252 de_lowest_kcal_mol=277.5
C 0.69068 -0.06089 2.12255 -1.39
C 1.18380 1.11735 1.31681 -0.03
C 2.64249 1.49628 0.73881 -0.70
C 0.55268 0.98994 -0.08492 -0.48
C -1.04965 0.99170 -0.00249 -0.93
C -1.71052 0.04533 -1.07871 -0.16
C 0.82490 -0.11171 -1.20026 -0.10
C 0.13301 -1.21683 -0.80564 -1.35
C -1.17211 -1.46016 -0.75975 0.86
C -2.08242 -2.63593 -0.60445 -1.20
H -0.39045 -0.00147 2.15311 0.27
H 1.12407 -0.75244 1.51408 0.55
H 1.27435 -0.40034 3.23469 0.27
H 0.82579 2.07641 1.57792 0.45
H 2.75497 1.03437 -0.52096 0.15
H 3.30103 1.20181 1.67056 0.32
H 2.43533 2.77885 0.78354 0.24
H 0.52736 1.84679 -0.68198 0.66
H -1.76540 1.10422 0.98186 0.24
H -1.57043 2.00699 -0.59612 0.30
H -2.82991 0.25914 -1.09617 0.52
H 1.73725 -0.06129 -1.71982 0.78
H 0.70856 -2.05415 -0.93797 0.54
H -2.35033 -3.29260 -1.56194 0.24
H -1.41896 -3.36165 0.40713 0.26
H -3.06212 -2.35886 0.02070 0.31
O -1.38026 0.43257 -2.37592 -0.23
O 0.06626 0.38656 -2.49465 -0.38


Please write out number 1 again, unchanged.
27
Properties=species:S:1:pos:R:3:mulliken_charge:R:1 method="wB97M-V/def2-TZVPD" total_charge=0 e_homo_ev=-8.779 smiles=Cc1ccc(O)cc1.CCC e_lumo_ev=0.856 molar_mass_g_mol=152.2 total_energy_ha=-465.860981 de_lowest_kcal_mol=23.1
C 0.02481 -1.90724 -1.76439 -1.82
C 0.27600 -1.68395 -0.28472 0.56
C 1.49384 -1.20190 0.17732 -0.34
C -0.66600 -2.15051 0.60867 -0.31
C 1.67288 -1.04043 1.53666 -0.40
C -0.46441 -2.04270 1.98514 -0.46
C 0.68245 -1.43930 2.42661 0.24
O 0.89765 -1.25409 3.78753 -0.58
H -0.98938 -1.61420 -2.02054 0.38
H 0.25424 -2.93207 -2.02148 0.41
H 2.26451 -1.01574 -0.55413 0.42
H -1.59475 -2.49299 0.18071 0.34
H 2.64286 -0.74252 1.91570 0.43
H -1.19929 -2.37300 2.70381 0.39
H 0.99535 -0.30177 3.95445 0.33
H 0.60603 -1.21871 -2.39060 0.37
C -0.22710 1.87153 -1.20033 0.22
C -0.50381 3.29460 -1.74483 -1.19
C -1.03245 1.63278 0.08181 -1.03
H -0.55751 1.14893 -1.94660 0.10
H 0.82873 1.69637 -1.00799 0.19
H 0.43072 3.77905 -1.99282 0.34
H -0.98681 0.60346 0.45352 0.08
H -0.60293 2.28550 0.84447 0.32
H -2.07220 1.94329 -0.04222 0.39
H -1.10882 3.26202 -2.64633 0.30
H -1.06462 3.89359 -1.03946 0.32


Repeat the third record exactly.
27
Properties=species:S:1:pos:R:3:mulliken_charge:R:1 method="wB97M-V/def2-TZVPD" total_charge=0 e_homo_ev=-8.076 smiles=Cc1ccc(O)cc1.CCC e_lumo_ev=0.881 molar_mass_g_mol=152.2 total_energy_ha=-465.764542 de_lowest_kcal_mol=83.6
C -1.33033 -1.30801 -2.77481 0.02
C -0.72034 -0.41540 -3.81990 -1.23
C -0.23207 -2.14468 -2.11017 -0.59
H -1.62790 -0.47700 -1.96432 -0.03
H -2.30789 -1.97536 -2.85323 0.32
H -0.08905 -0.87994 -4.53022 0.40
H 0.15495 -1.68300 -1.17996 -0.11
H -0.07913 0.24248 -3.17729 0.29
H -1.55157 0.09369 -4.40835 0.26
H -0.79446 -3.03382 -1.71189 0.26
H 0.68595 -2.44380 -2.75559 0.35
C -0.29688 -2.04250 1.49767 -1.39
C 1.50690 1.08954 1.91544 -0.39
C 0.60078 1.81535 1.12215 0.88
C 1.29320 -0.25088 1.94282 -1.23
C 0.01887 -0.67310 1.31311 0.81
C -0.52828 1.45335 0.53815 -0.44
C -0.97745 0.20293 0.83305 -0.53
O 1.00426 3.15527 1.00126 -0.56
H 2.16257 1.50483 2.65562 0.26
H 1.90541 -0.92055 2.42104 0.52
H -1.03718 2.21290 -0.08494 0.38
H 1.64016 3.27426 1.76817 0.29
H 0.18947 -2.49923 0.71792 0.38
H -1.43168 -2.29855 1.59492 0.29
H -1.90659 -0.19882 0.35405 0.38
H 0.04646 -2.51974 2.39889 0.46